1.
Formula: C21H20Cl5MoN6OS4
Source: the OMol25 dataset
Level of theory: the ωB97M-V functional and the def2-TZVPD basis

## Properties
- calculated total energy (eV) = -140895.5773
- relative energy (zero: lowest compared OMol25 entry of this formula, charge and spin) (kcal per mole) = 12.9
- orbital gap (alpha / beta) (eV) = 6.316 / 6.401
- net charge = +1
- molar mass (g/mol) = 773.9

```
58
Properties=species:S:1:pos:R:3:forces:R:3:nbo_charge:R:1
C -3.85776 0.74890 1.12164 0.0356 0.0187 0.1081 -0.206
H -0.33834 1.39091 -0.40977 0.0205 0.0818 0.0871 0.386
H -1.69855 2.92461 2.51099 0.0239 -0.0020 -0.0410 0.216
N -2.52621 1.06356 0.58913 -0.0744 0.0904 0.0802 -0.404
C 1.13069 -2.71363 3.06865 0.0230 -0.0129 0.1026 -0.055
H -1.18748 -1.95354 0.17628 0.0482 -0.0518 0.0029 0.235
H -3.71749 1.87662 2.97343 -0.0236 -0.0430 0.0000 0.210
H 1.96460 -1.11142 4.18004 -0.0023 0.0019 0.0254 0.434
C -1.24301 3.00906 1.52369 -0.0559 0.0145 -0.0182 -0.622
H 2.88773 1.49018 3.46667 -0.0032 -0.0024 -0.0028 0.435
Cl 1.53788 -3.35495 -1.47631 -0.0616 -0.0126 0.1085 0.172
H 1.01332 -3.43427 3.85945 0.0124 0.0403 -0.0283 0.247
C -1.78295 -3.52900 -3.71827 -0.0366 -0.0085 -0.0130 -0.086
C -2.17578 -2.18760 -3.64652 0.0687 0.0079 0.0440 -0.112
O 6.28051 3.24806 -3.32826 -0.1652 -0.1535 0.0183 -0.520
C 0.05947 -2.97896 -2.35291 0.0163 0.2023 0.0713 -0.068
S 5.71267 1.02056 -2.02512 0.0697 -0.0302 0.0127 0.363
S 3.70981 2.64980 -3.48021 -0.0724 0.0348 -0.0586 0.353
C 2.97888 2.53107 1.62344 0.0221 0.0869 0.0029 -0.052
H -4.14558 -0.24707 0.80276 -0.0024 -0.0319 -0.0297 0.214
C 3.14241 1.21107 -2.66593 0.1313 0.0996 -0.0314 -0.463
N -0.44768 0.40852 -0.20190 -0.2495 -0.4230 0.1522 -0.757
H -4.95304 0.61871 2.97792 0.0253 0.0020 -0.0223 0.233
C -0.62513 -3.94279 -3.06588 -0.0088 0.0465 -0.0179 -0.085
Cl -0.07486 -5.56173 -3.12070 0.0241 -0.0336 0.0144 0.083
Cl -3.60568 -1.69428 -4.45676 -0.0105 0.0173 -0.0050 0.079
C 4.06185 0.46335 -2.00380 0.1113 0.1209 -0.0421 -0.410
N 2.05973 0.85768 0.48800 -0.1226 -0.1770 -0.1180 -0.404
Mo 1.26950 -0.71447 -0.96754 0.3523 0.3503 -0.3021 0.447
H 2.63638 2.64365 -0.55273 0.0106 -0.0228 0.0657 0.253
C 2.58042 2.12051 0.38814 -0.0069 0.0816 -0.0904 -0.061
N 1.20426 -1.58460 1.15100 -0.0144 0.0073 -0.0776 -0.456
H -2.85520 -1.56002 -0.21013 0.0250 0.0178 -0.0089 0.250
C -2.02145 -1.32409 0.45350 0.0324 0.1161 0.0961 -0.675
H -1.77834 2.65675 -0.55402 -0.0016 -0.0115 -0.0572 0.207
Cl -2.70936 -4.66935 -4.59951 -0.0200 0.0066 -0.0133 0.087
C 2.13271 0.50478 1.75673 0.1537 0.3382 -0.1638 0.312
S 3.63004 -0.97654 -1.17942 -0.2438 -0.2149 0.0436 0.154
N 2.69157 1.49584 2.47985 -0.0184 -0.0632 0.1468 -0.478
C -0.26375 -1.64257 -2.23337 0.0878 -0.0847 0.0702 -0.275
C 0.86109 -2.77797 1.73901 -0.0065 0.0566 -0.0364 -0.063
C -1.62648 0.11498 0.28662 0.1448 -0.0129 -0.2626 0.569
H -3.12410 3.03581 0.48020 -0.0635 0.0079 -0.0082 0.224
H -4.56447 1.43382 0.65573 -0.0081 0.0396 -0.0525 0.213
C -2.18934 2.48260 0.44299 0.0777 -0.0363 0.1675 -0.225
C 5.42488 2.47338 -3.02508 0.0864 0.0703 0.0704 0.211
N 1.64538 -1.45743 3.29154 0.0356 0.0237 0.1719 -0.482
H -3.24644 0.17746 3.12460 -0.0149 0.0201 -0.0061 0.204
C -3.94532 0.86277 2.64008 0.0662 0.0347 -0.0662 -0.619
H -1.01978 4.06225 1.34260 -0.0221 -0.0548 -0.0065 0.231
S 1.48706 0.74874 -2.72201 -0.2044 -0.0478 0.0567 0.263
H 3.43180 3.44809 1.96322 -0.0383 -0.0875 -0.0342 0.249
H 0.45993 -3.60029 1.17132 0.0118 0.0369 0.0265 0.245
Cl -1.91241 0.39320 -2.93426 -0.0873 0.1569 -0.0688 0.021
C -1.41107 -1.26166 -2.92761 0.1095 -0.1522 0.0269 0.018
H -0.29841 2.46334 1.53867 0.0115 -0.0172 -0.0115 0.200
C 1.67659 -0.80879 2.11237 -0.1899 -0.4632 -0.0623 0.323
H -2.32568 -1.54360 1.47778 -0.0084 0.0216 -0.0157 0.236
```
Positions in Å, forces in eV/Å.


2.
Formula: C21H20GaN4O2SSe
Source: the OMol25 dataset
Level of theory: the ωB97M-V functional and the def2-TZVPD basis

## Properties
- calculated total energy (eV) = -160709.8283
- relative energy (zero: lowest compared OMol25 entry of this formula, charge and spin) (kcal per mole) = 3.0
- orbital gap (alpha / beta) (eV) = 5.091 / 5.120
- net charge = +1
- molar mass (g/mol) = 541.2

```
50
Properties=species:S:1:pos:R:3:forces:R:3:nbo_charge:R:1
H -4.73064 1.49981 4.35907 -0.1024 0.0551 0.0477 0.226
C -3.47440 2.17920 2.79491 -0.3318 -0.2514 0.3649 -0.217
H -2.79708 -3.83980 2.85920 -0.0087 -0.1149 -0.0085 0.231
Ga -1.42091 0.11349 -0.37781 0.2371 -0.5332 1.6817 1.233
C -4.24646 -1.12056 4.21200 0.1385 -0.0109 -0.1863 -0.179
N 2.22066 -0.42016 -1.42665 -0.3188 -0.0959 0.2783 -0.222
N -0.90377 2.31496 0.11959 -0.0794 -0.4228 -0.1879 -0.820
S -1.24453 -2.46174 1.07959 -0.0191 -0.0118 0.3846 0.092
O -2.20332 4.04940 0.87897 0.0655 0.2860 -0.1041 -0.671
H -3.07468 4.23771 1.24542 0.0177 -0.1107 -0.0836 0.499
H 0.26517 2.56704 -5.28531 -0.0424 0.0217 -0.0487 0.233
H -0.08340 1.90491 0.57031 0.0158 0.0883 -0.1541 0.436
H 3.26359 1.83248 -2.32866 0.0640 0.0582 0.0810 0.228
H 5.73183 -1.82403 0.01548 0.0375 0.0492 -0.0151 0.244
C -2.73908 -0.47018 2.38513 -0.4028 -0.6010 0.5318 0.157
H 3.61129 -1.03089 -3.48361 0.1057 -0.0784 0.0752 0.241
H 2.32547 3.25295 -4.12050 0.0675 0.0886 -0.0585 0.233
H -3.73470 3.22060 2.90706 -0.0350 0.0769 0.1059 0.211
C 1.64199 -0.55862 -0.20001 -0.0619 -0.1211 -0.1795 0.601
C 4.82168 -2.41600 0.09837 0.1024 -0.0759 -0.0850 -0.659
H -4.39875 -3.21233 4.64050 -0.0353 -0.0722 0.0699 0.229
C -1.85995 2.74518 1.03088 -0.6703 -0.5255 0.9241 0.369
H 4.89938 -3.25213 -0.59608 0.0693 -0.0993 0.0404 0.240
N 3.42712 -1.05714 -1.42437 0.0202 -0.2161 0.3433 -0.147
C 0.67242 1.94433 -4.50269 -0.0098 0.0153 -0.0273 -0.188
H -4.93562 -0.81316 4.98399 -0.1101 0.0087 0.0695 0.221
H 5.00281 -0.35408 -2.60813 -0.0580 -0.0450 -0.0562 0.219
H 2.35964 -1.60218 1.59857 0.0094 -0.1058 0.1820 0.256
C 0.04186 0.75874 -4.15908 -0.0619 0.0287 0.0111 -0.186
C 4.24266 -1.13956 -2.60125 0.4001 0.0958 -0.4725 -0.426
H -0.85451 0.45507 -4.67878 -0.0588 -0.0435 -0.0347 0.233
H 0.09398 -0.99548 -2.91672 0.0256 0.0344 0.1081 0.248
C -3.04733 -2.80441 3.02927 -0.0759 0.0833 0.0715 -0.176
C -4.02260 1.23890 3.58768 0.1017 0.6434 -0.3710 -0.168
C -3.94405 -2.45233 4.02584 0.0077 0.0196 0.0747 -0.218
H 4.73964 -2.10759 -2.63316 -0.0777 0.0233 0.0053 0.235
C 1.83518 2.33038 -3.85388 0.0045 0.0075 0.0121 -0.194
C 3.61731 -1.61418 -0.21334 -0.3969 0.2474 0.0167 0.264
C 1.71820 0.35827 -2.49912 -0.0897 0.2794 -0.3688 0.166
C -2.44944 -1.84591 2.22805 0.2544 -0.0853 -0.2468 -0.231
O 0.53077 0.00015 0.08646 -0.3847 0.3040 -0.0954 -0.841
H -0.63167 3.07691 -0.49972 -0.0363 -0.2573 -0.1070 0.432
C -3.67903 -0.13573 3.40441 0.3104 -0.3493 -0.2204 -0.030
C 2.52486 -1.32148 0.57954 -0.0250 0.0679 -0.1095 -0.382
C -2.49133 1.80791 1.82136 0.8205 0.8335 -0.5536 0.042
N -2.11056 0.49134 1.64470 0.3032 -0.0690 -1.5976 -0.652
Se -2.18799 -2.21920 -0.88337 0.2563 1.1700 -0.2293 -0.186
C 0.56050 -0.04645 -3.15585 0.1747 -0.0848 -0.0158 -0.247
H 4.75561 -2.80548 1.10907 -0.0171 -0.0266 0.0200 0.253
C 2.36216 1.54106 -2.84734 -0.0999 -0.1789 0.1174 -0.234
```
Positions in Å, forces in eV/Å.


3.
Formula: C21H20N2O6
Source: the OMol25 dataset
Level of theory: the ωB97M-V functional and the def2-TZVPD basis

## Properties
- calculated total energy (eV) = -37369.8952
- relative energy (zero: lowest compared OMol25 entry of this formula, charge and spin) (kcal per mole) = 0.0
- orbital gap (eV) = 8.090
- molar mass (g/mol) = 396.4

```
49
Properties=species:S:1:pos:R:3:forces:R:3:nbo_charge:R:1
H 6.60671 -2.16995 -1.62039 -0.0829 0.0909 0.0231 0.243
C 2.85392 1.76202 -0.05304 0.0696 -0.0507 -0.0097 -0.239
C 6.34303 -1.28738 -1.03748 -0.0890 -0.0810 0.1294 -0.492
H 7.94164 -1.84749 0.31808 -0.0520 -0.0147 0.0663 0.248
H 3.72167 2.36154 0.18363 0.0942 0.0713 0.0286 0.211
C -5.86283 -1.62669 -0.11343 0.0772 0.0005 0.1179 -0.499
H -0.78031 -1.37229 -0.33914 -0.0076 -0.0381 -0.0010 0.238
C 3.04224 0.46202 -0.53033 -0.4345 -0.0666 -0.0067 0.160
N -5.11218 1.73078 -0.16543 -0.0828 0.6546 -0.2636 -0.612
C -1.61876 0.60516 -0.54436 0.0222 0.2811 0.1558 0.031
H -4.50163 -0.42240 1.09025 -0.0733 -0.0547 0.0435 0.230
H -3.59309 3.70376 0.55583 -0.0706 0.0635 0.0663 0.212
H 6.75355 -0.40170 -1.52475 0.0358 -0.0412 -0.0199 0.228
H 6.33490 -2.11236 0.97165 0.0849 -0.0247 0.0393 0.251
C -1.64229 2.87744 0.27708 0.0971 -0.1565 -0.1142 -0.187
H -5.51196 2.63105 -0.40592 -0.0648 -0.2196 0.0032 0.410
C 1.58687 2.28289 0.12061 -0.1185 -0.1331 -0.0555 -0.194
O -7.22708 1.10818 0.16001 -0.3058 -0.1206 0.0116 -0.608
H 2.09075 -1.33857 -1.21205 0.0311 -0.0459 -0.0137 0.254
C -6.04915 0.83657 0.25466 0.1304 -0.2335 0.2852 0.687
C -5.24306 -2.89152 0.42356 -0.3285 -0.1362 0.0092 0.794
C -3.70790 1.68982 -0.15318 0.4214 -0.1138 0.0231 0.136
H 7.70324 0.56919 2.76532 -0.1460 -0.0104 -0.2852 0.502
H -3.55168 -3.78111 0.46942 -0.3033 0.0509 0.0767 0.500
C 0.68071 0.18532 -0.66981 0.0930 0.4479 0.1613 0.009
O 7.63691 -0.27710 2.29427 0.2756 -0.2538 0.4773 -0.672
C -3.02354 2.83710 0.25209 -0.1300 -0.0812 0.0156 -0.222
C 0.49136 1.49056 -0.18881 0.4668 -0.3230 -0.1047 -0.004
N 4.35956 0.02445 -0.68184 0.1635 0.4398 0.0877 -0.617
O 6.66031 0.95277 0.71915 0.0223 0.2063 -0.0610 -0.627
C 1.94248 -0.33708 -0.84468 0.0888 -0.0932 -0.0346 -0.239
C 4.81610 -1.21064 -1.00698 0.5623 0.1045 -0.1391 0.682
C -2.99502 0.56819 -0.57911 -0.0437 0.2310 0.0250 -0.233
C 6.93463 -1.42654 0.36821 -0.0037 0.0426 -0.1468 -0.515
H 1.45687 3.28856 0.49091 0.0198 0.1165 0.0426 0.210
H -0.75296 -0.75013 -1.98401 -0.0089 -0.0338 -0.0268 0.239
H -3.50281 -0.30755 -0.94844 -0.1095 -0.1116 -0.0423 0.219
O -3.94371 -2.97587 0.09652 0.6571 0.1663 -0.2816 -0.698
C 7.04187 -0.12131 1.11278 -0.0524 0.0660 -0.0804 0.812
H -6.94128 -1.75364 -0.20058 0.1028 -0.0525 -0.0129 0.252
C -0.64511 -0.46698 -0.93473 0.0050 -0.1177 -0.0441 -0.450
C -5.56398 -0.46982 0.85507 -0.1304 0.0388 -0.0819 -0.496
H -6.12769 -0.63385 1.77574 0.0431 0.0845 -0.0478 0.247
C -0.93307 1.75125 -0.11195 -0.5764 -0.0812 -0.0413 -0.074
H -1.13006 3.77196 0.59700 0.0369 0.1160 0.0410 0.215
O -5.79547 -3.72596 1.08414 -0.1342 -0.0606 0.1067 -0.582
O 4.12475 -2.17670 -1.24828 -0.1806 -0.2512 -0.0237 -0.612
H -5.44017 -1.41606 -1.09674 -0.0472 -0.0123 -0.0117 0.223
H 5.06460 0.70944 -0.42521 -0.0240 -0.2594 -0.0861 0.431
```
Positions in Å, forces in eV/Å.


4.
Formula: C21H20N4O2S
Source: the OMol25 dataset
Level of theory: the ωB97M-V functional and the def2-TZVPD basis

## Properties
- calculated total energy (eV) = -42989.6613
- relative energy (zero: lowest compared OMol25 entry of this formula, charge and spin) (kcal per mole) = 114.7
- orbital gap (eV) = 7.776
- molar mass (g/mol) = 392.5

```
48
Properties=species:S:1:pos:R:3:forces:R:3:nbo_charge:R:1
H -2.57020 -7.22548 -2.12311 -0.3710 0.0167 -0.2700 0.217
C 0.37492 5.00076 0.34047 -0.9858 0.1722 0.7805 0.372
C -1.84629 -4.75258 -1.44549 0.9237 -0.3065 0.3303 -0.219
C 0.56261 6.23535 -0.30710 0.1499 -1.5205 -0.7980 -0.246
C 1.25701 -4.55358 1.47379 1.4438 -0.3824 0.4576 -0.653
H 2.20755 0.45004 2.91120 0.1914 -0.0929 -0.0319 0.245
H -1.78577 -2.64098 -1.48790 -0.0755 0.4047 0.0856 0.241
C -1.72931 -7.32430 -1.45934 0.3773 1.2329 0.3458 -0.627
H 0.54512 1.41572 -1.36511 -0.1980 -0.2515 0.0246 0.197
N -1.72689 8.46361 -2.95629 1.9766 -0.2341 0.2138 -0.329
H 2.09918 -3.90900 1.18267 -0.3527 0.1314 0.2241 0.229
H 1.88231 5.00750 -3.22775 -0.1353 0.3334 0.0591 0.228
C -0.29941 -5.84596 0.01863 -0.0763 0.6718 -0.0057 -0.239
H 0.68781 0.10017 3.74294 0.1584 0.1241 -0.4086 0.225
C 0.72530 3.75990 -0.27130 0.5921 0.3057 -0.5146 0.053
H -2.58956 -4.74553 -2.20903 -0.5196 -0.3038 -0.3971 0.214
H 1.70740 -5.54029 1.61169 -0.1913 0.0491 0.1648 0.228
C -0.59318 8.23779 -2.78760 -0.1534 -0.6956 0.3554 0.075
C -0.34365 -3.43525 -0.07971 -1.0704 -1.6552 -0.7275 0.080
C 1.12706 0.47442 2.80032 -0.3682 -0.9336 0.5106 -0.675
H -1.00769 3.33560 2.33668 0.1985 -0.2191 0.0503 0.181
H 0.82946 -4.23565 2.42255 0.2661 -0.0311 0.2436 0.197
C 0.48649 0.07643 0.32566 0.8385 0.3347 0.0743 -0.312
C 1.29650 3.82339 -1.55244 0.3615 1.2681 -0.4230 -0.210
H 0.26711 7.14421 0.17617 -0.1533 0.2019 0.2630 0.240
H 0.84958 1.51514 2.65521 -0.1418 -0.1028 -0.2191 0.280
H -2.02459 -7.93062 -0.61646 -0.0048 -0.3825 0.1735 0.218
C 0.58815 1.38938 -0.27607 0.0336 2.9262 1.5779 0.155
C 0.22288 -4.61054 0.44474 -1.5046 0.0518 -0.9965 0.063
C -1.38864 -3.52067 -1.02375 0.6724 -0.4966 0.4668 -0.165
O 0.02901 -1.01789 -1.77645 0.1689 -0.5247 1.6324 -0.652
C 0.70908 -0.35489 1.62176 -1.4789 -1.4423 -1.8868 0.311
N 0.39063 -1.72566 1.58290 0.6143 1.3418 0.9858 -0.386
N 0.66405 2.53523 0.40996 -0.5187 -2.6221 -0.5898 -0.481
H -2.02923 4.15179 1.18939 -0.3513 0.0812 -0.7376 0.180
C 0.19217 -1.06520 -0.54120 -0.4462 1.3856 -2.0834 0.625
C -1.28600 -5.94373 -0.95444 -0.4074 -0.1331 -0.2544 0.011
O -0.21056 5.13524 1.61233 0.1481 -0.5643 -0.6650 -0.537
C 1.04926 6.25533 -1.62333 -0.4279 -0.7346 0.4273 -0.209
S 1.12336 7.82026 -2.46396 -1.1727 0.7004 -0.6227 0.304
C 1.44523 5.05214 -2.23569 -0.2740 -0.5781 0.5185 -0.208
N 0.07639 -2.16562 0.26140 1.2250 1.7745 2.1451 -0.247
H -1.85471 4.80640 2.80500 0.1432 0.2528 -0.0007 0.192
H 1.70670 2.91837 -2.02261 -0.3057 0.5267 0.2690 0.221
H -0.91980 -7.79566 -2.00987 0.0801 -0.1605 0.0609 0.223
C -1.33779 4.30663 1.99124 0.9617 0.1362 0.1102 -0.241
H 0.38656 -2.31832 2.40877 -0.0980 -0.0146 -0.8523 0.421
H 0.05439 -6.75340 0.49057 0.2574 -0.0413 -0.0659 0.207
```
Positions in Å, forces in eV/Å.